Entry 1:
18
Properties=species:S:1:pos:R:3:forces:R:3 method="wB97M-V/def2-TZVPD" molar_mass_g_mol=105.14 relative_energy_kcal_mol=72.9 e_tot_ha=-364.15196 lumo_ev=0.8 homo_energy_ev=-9.07
C 1.143544 0.779591 -0.035521 2.6 0.4 4.3
O 1.388004 2.169710 0.201931 -2.3 0.6 -2.0
C -0.308262 0.547626 0.287139 -2.7 -1.9 0.4
C -0.798995 -0.909708 -0.332593 -1.9 1.8 -0.5
C -1.115156 -0.991302 -1.945677 0.5 -1.5 2.4
O 0.092829 -1.871873 0.018936 0.8 -1.9 2.0
N -0.656308 0.371940 1.775952 -1.4 4.2 -3.1
H 1.643040 0.495125 -0.941136 -0.7 -0.3 -1.0
H 1.795312 0.260896 0.814377 -1.5 0.3 -1.7
H 2.096724 2.433347 0.732185 1.7 -0.2 1.2
H -1.000765 1.378946 -0.053154 1.1 -0.9 0.0
H -1.709763 -1.264600 0.354709 1.4 1.4 -2.0
H -1.442118 -0.106549 -2.448080 0.0 0.5 -0.2
H -0.372959 -1.590472 -2.496309 0.8 1.1 0.2
H -1.846162 -1.775464 -2.013717 -1.3 0.1 0.1
H 0.844714 -2.111168 -0.497527 0.5 0.5 -1.1
H -0.516154 1.150564 2.419429 0.3 -0.2 -0.7
H -0.271155 -0.414152 2.090536 2.0 -3.8 1.7

=====

Entry 2:
109
Properties=species:S:1:pos:R:3:forces:R:3 method="wB97M-V/def2-TZVPD" molar_mass_g_mol=1011.75 multiplicity=3 e_tot_ha=-3262.60452 lumo_ev="-8.9 / -8.4" s2=2.01 homo_energy_ev="-15.29 / -15.29" total_charge=+3
W -1.112698 1.247612 0.491014 1.1 -0.2 -0.3
C -2.161621 -1.702003 2.700845 0.0 0.0 -0.1
C -3.085993 -0.838079 1.916072 0.0 0.0 -0.1
C -4.452323 -0.938804 1.672265 0.0 0.0 0.0
C -4.826481 0.203636 0.980845 0.0 0.0 -0.1
C -6.175245 0.616512 0.510464 0.0 0.0 0.0
N -3.729492 0.984849 0.808642 -0.2 0.1 0.2
N -2.662635 0.310172 1.374965 -0.2 -0.1 -0.1
B -3.750320 2.598114 0.853784 0.0 0.0 0.0
N -2.869791 2.994931 2.047171 0.0 -0.2 0.0
N -1.594490 2.488202 2.163793 0.0 0.3 0.2
C -1.114308 2.899983 3.349335 0.0 0.0 -0.1
C 0.231490 2.515455 3.847529 0.0 0.0 0.0
C -2.071787 3.684277 3.982147 0.0 0.0 0.0
C -3.168095 3.720464 3.140701 -0.1 0.1 0.0
C -4.472753 4.415671 3.322339 0.0 0.0 0.0
N -3.069681 3.139874 -0.420924 0.1 0.1 0.2
N -1.724242 2.897343 -0.520029 0.0 0.0 -0.3
C -1.236035 3.583778 -1.576999 0.0 -0.1 0.1
C 0.205033 3.537239 -1.948000 0.0 0.0 0.0
C -2.280557 4.295636 -2.134980 0.0 0.0 0.0
C -3.421458 3.992425 -1.391704 0.0 0.0 0.0
C -4.817816 4.468640 -1.584800 0.0 0.0 0.0
H -2.357158 -2.757022 2.536424 0.0 -0.1 0.0
H -2.303728 -1.499049 3.764431 0.0 0.0 0.0
H -1.118131 -1.500624 2.449459 0.0 0.0 0.0
H -5.106291 -1.735448 1.985656 0.0 0.0 0.0
H -6.806213 -0.261230 0.390676 0.0 0.0 0.0
H -6.118398 1.144644 -0.439333 0.0 0.0 0.0
H -6.654860 1.274211 1.237368 0.0 0.0 0.0
H -4.868844 2.973761 0.959768 0.0 0.0 0.0
H 0.603909 1.635376 3.332234 0.0 0.0 0.0
H 0.186474 2.298471 4.913672 0.0 0.0 0.0
H 0.949241 3.324288 3.705433 0.0 0.0 0.0
H -1.982546 4.168662 4.939284 0.0 0.0 0.0
H -4.462162 4.973212 4.255025 0.0 0.0 0.0
H -5.298540 3.704694 3.358990 0.0 0.0 0.0
H -4.663888 5.113634 2.507206 0.0 0.0 0.0
H 0.761658 2.823966 -1.337014 0.0 0.0 0.0
H 0.658415 4.518942 -1.808853 0.0 0.0 0.0
H 0.321944 3.262022 -2.995611 0.0 0.0 0.0
H -2.228660 4.967413 -2.974898 0.0 0.0 0.0
H -4.813833 5.421893 -2.107907 0.0 0.0 0.0
H -5.339725 4.590439 -0.638386 0.0 0.0 0.0
H -5.377271 3.757176 -2.194632 0.0 0.0 0.0
C 0.066825 -1.914127 -7.658292 0.0 0.0 0.0
C 0.101705 -1.527845 -6.210403 0.0 0.0 0.0
C -0.950481 -1.865726 -5.350469 0.0 0.0 0.0
C -0.927977 -1.518041 -4.015638 0.0 0.0 0.0
C 0.168715 -0.807078 -3.530806 -0.1 0.2 0.0
C 1.226745 -0.448230 -4.366024 0.0 0.0 0.0
C 1.187556 -0.818261 -5.697106 0.0 0.0 0.0
S 0.374473 -0.315980 -1.868730 -0.2 -0.4 -0.2
O -0.860305 0.592138 -1.462110 0.3 -0.2 0.4
C 0.022858 -1.817017 -0.982508 0.0 0.1 0.1
C -1.304129 -2.289555 -0.860854 0.0 -0.1 -0.1
C -1.506551 -3.508148 -0.284054 -0.1 0.1 0.1
C -0.429341 -4.270231 0.233683 0.1 0.0 0.0
C -0.644898 -5.518987 0.862504 0.0 0.0 0.0
C 0.406038 -6.229391 1.366982 0.1 0.0 0.0
C 1.725024 -5.732407 1.261955 0.0 0.0 0.0
C 1.968025 -4.530021 0.662331 0.0 0.0 0.0
C 0.894805 -3.768686 0.135362 0.1 -0.1 0.0
C 1.104218 -2.515329 -0.498389 0.1 0.2 0.1
C 2.459165 -1.902707 -0.638764 -0.1 0.1 0.0
C 3.323844 -2.320480 -1.683133 0.0 0.0 0.0
C 2.995937 -3.411725 -2.530574 0.0 0.0 0.0
C 3.834662 -3.766690 -3.545386 0.0 0.0 0.0
C 5.033989 -3.050956 -3.769275 0.0 0.0 0.0
C 5.371420 -1.994038 -2.973884 0.0 0.0 0.0
C 4.525418 -1.599914 -1.911437 0.0 0.0 0.0
C 4.852233 -0.501503 -1.078086 0.0 0.0 0.0
C 4.031243 -0.112988 -0.063987 0.0 -0.1 0.0
C 2.823540 -0.819419 0.144626 -0.1 0.0 -0.1
S 1.687331 -0.336653 1.401955 0.2 0.0 0.0
O 0.876008 0.910113 0.782273 -1.0 0.2 0.1
C 2.700361 0.410544 2.620232 0.0 -0.1 0.0
C 3.187327 1.707935 2.515205 0.0 0.0 0.0
C 4.018195 2.180925 3.513990 0.0 0.0 -0.1
C 4.374457 1.380899 4.603606 0.0 0.0 0.0
C 5.275049 1.902659 5.682857 0.0 0.0 0.0
C 3.860161 0.084894 4.680925 0.0 0.0 0.0
C 3.015071 -0.406976 3.702595 0.0 0.0 0.0
H -0.791078 -2.541728 -7.887097 0.0 0.0 0.0
H 0.974097 -2.451417 -7.935449 0.0 0.0 0.0
H 0.016446 -1.023836 -8.287226 0.0 0.0 0.0
H -1.797182 -2.415184 -5.740970 0.0 0.0 0.0
H -1.747954 -1.799947 -3.370190 0.0 0.0 -0.1
H 2.074301 0.099832 -3.971037 0.0 0.0 0.0
H 2.007088 -0.548864 -6.351198 0.0 0.0 0.0
H -2.132014 -1.723507 -1.269096 0.0 0.0 0.1
H -2.508716 -3.915671 -0.218718 0.0 0.0 0.0
H -1.653153 -5.908809 0.930054 0.0 0.0 0.0
H 0.235114 -7.183282 1.847246 0.0 0.0 0.0
H 2.546438 -6.318686 1.650834 0.0 0.0 0.0
H 2.980234 -4.156607 0.571009 0.0 0.0 0.0
H 2.081014 -3.965086 -2.361135 0.0 0.0 0.0
H 3.587926 -4.605029 -4.182667 0.0 0.0 0.0
H 5.688918 -3.350450 -4.576358 0.0 0.0 0.0
H 6.291930 -1.450478 -3.143434 0.0 0.0 0.0
H 5.781935 0.026154 -1.249564 0.0 0.0 0.0
H 4.317686 0.697273 0.588079 0.0 0.0 0.0
H 2.910384 2.340059 1.681195 0.0 0.0 0.0
H 4.405542 3.189670 3.447482 0.0 0.0 0.0
H 5.736054 2.846464 5.401305 0.0 0.0 0.0
H 6.062121 1.184244 5.910404 0.0 0.0 0.0
H 4.708975 2.062172 6.602443 0.0 0.0 0.0
H 4.120461 -0.542190 5.523992 0.0 0.0 0.0
H 2.614619 -1.411456 3.775454 0.0 0.0 0.0

=====

Entry 3:
58
Properties=species:S:1:pos:R:3:forces:R:3 method="wB97M-V/def2-TZVPD" molar_mass_g_mol=355.48 relative_energy_kcal_mol=46.4 e_tot_ha=-1170.76928 lumo_ev=0.1 homo_energy_ev=-9.63
C 9.578576 1.661958 -0.313861 -0.1 1.1 0.0
C 8.512226 2.353908 0.469109 -0.7 0.8 2.5
O 8.782336 3.196978 1.342029 -1.0 -1.9 -2.1
C 7.057596 2.027308 -0.009981 0.5 0.1 0.6
H 9.308326 2.245648 -1.193841 0.7 -0.4 -1.1
H 9.486166 0.593958 -0.511181 -0.1 0.2 0.1
H 10.556486 2.001948 0.027039 0.0 -0.4 0.0
H 6.792336 2.676678 -0.844281 0.1 0.1 0.0
H 6.299066 2.143388 0.764129 0.3 0.3 0.1
H 6.965446 0.997118 -0.353951 0.3 0.0 -0.1
C 3.090916 -9.224372 -3.163601 -0.8 -1.2 -0.2
C 2.592876 -8.548442 -1.904961 -1.9 -0.8 0.6
O 1.809956 -9.174902 -1.167681 2.0 2.0 -1.2
C 2.984996 -7.050962 -1.795231 -1.1 -1.0 0.7
H 2.620456 -10.204992 -3.235371 0.2 -0.3 0.6
H 4.165386 -9.376782 -3.265521 0.0 0.6 -0.1
H 2.600996 -8.787832 -4.033951 0.6 0.8 -0.1
H 2.263626 -6.472372 -1.218201 -0.1 -0.3 0.2
H 2.957786 -6.622582 -2.797161 0.8 0.0 0.1
H 3.919276 -7.009582 -1.235321 0.3 0.3 -0.5
C -0.876434 0.845408 -5.363791 0.4 0.9 -0.1
C -2.109974 1.175388 -6.127421 -0.4 -0.6 -1.0
O -2.194944 2.092848 -6.902381 0.5 0.7 -0.1
C -3.298314 0.302288 -5.955851 -1.1 -0.4 0.5
H -0.607674 -0.200192 -5.514111 0.1 0.1 0.2
H -1.022444 1.088358 -4.311291 -0.1 -0.4 0.2
H -0.118764 1.538888 -5.728641 0.3 -0.3 0.0
H -3.978564 0.946378 -5.398631 -0.2 -0.3 0.5
H -3.124434 -0.641552 -5.439101 0.0 0.2 0.2
H -3.890454 0.091588 -6.846401 0.6 0.2 -0.4
C -1.935624 -0.875982 3.232169 0.5 0.6 -0.5
C -1.071784 -0.256992 2.113829 -1.0 -1.4 -0.4
O -0.631804 -0.977092 1.234519 0.0 0.3 0.6
C -0.897084 1.213608 1.996879 0.7 0.7 0.4
H -1.899874 -1.957662 3.102529 0.0 0.1 0.3
H -2.963744 -0.520362 3.164259 -0.1 0.0 -0.4
H -1.624924 -0.517762 4.213619 0.3 -0.3 0.1
H -0.933514 1.755618 2.941869 -0.3 -0.1 0.1
H -1.638684 1.633118 1.317059 0.0 -0.1 0.0
H 0.101966 1.366968 1.588849 -0.1 0.2 -0.2
C -5.265394 -3.254682 -0.948511 0.1 -0.4 -1.5
C -5.655894 -1.920792 -0.646601 -1.6 2.6 1.5
N -6.045984 -0.865762 -0.353961 0.8 -1.5 -0.6
H -6.094874 -3.782152 -1.419511 -0.3 -0.2 0.6
H -4.833244 -3.782282 -0.098221 0.1 0.0 -0.4
H -4.637964 -3.107332 -1.827551 0.9 -0.6 0.3
C -1.131864 8.133588 3.959119 -1.0 -0.4 -0.2
C -2.250834 7.662688 3.047059 -1.9 -0.6 -2.3
N -3.084084 7.301018 2.276299 3.4 1.4 3.3
H -0.215634 8.384248 3.424529 -0.2 -0.3 -0.2
H -0.947944 7.358688 4.703289 0.2 -0.1 -0.2
H -1.399064 9.021998 4.531329 -0.4 0.0 -0.2
C -5.608714 3.730658 6.517599 -0.2 0.0 0.2
C -6.828444 4.207788 7.229799 -1.7 1.0 0.9
N -7.806874 4.597978 7.752609 2.8 -1.2 -1.4
H -5.529624 4.152228 5.515529 -0.4 -0.1 0.0
H -5.626654 2.642088 6.464779 -0.1 0.1 -0.1
H -4.664684 3.991078 6.996229 -0.3 0.2 0.5